Record 1
The following is a quantum chemistry calculation of C23H25MoN5O4P as an isolated structure, from OMol25.

Each line ends with the natural charge from an NBO analysis.
Geometry (Å):
Mo -0.1517 -0.7234 -1.5315  1.127
O 1.7835 -1.2758 -2.2219  -0.437
C 1.8514 -0.8663 -1.0747  0.502
C 2.7200 -0.5637 0.0047  -0.153
C 4.0791 -0.8860 0.0802  -0.117
C 4.7667 -0.4729 1.2039  -0.168
C 4.1059 0.2456 2.2075  -0.078
C 2.7494 0.5678 2.1159  -0.192
C 2.0514 0.1509 1.0022  -0.288
P 0.2845 0.4316 0.6585  1.201
C -0.6595 -0.3377 1.9744  -0.471
C -0.9109 0.3623 3.1570  -0.172
C -1.5185 -0.2869 4.2227  -0.174
C -1.8752 -1.6260 4.1156  -0.135
C -1.6402 -2.3254 2.9380  -0.209
C -1.0327 -1.6829 1.8698  -0.149
C -0.0169 2.1845 0.6751  -0.459
C -1.3450 2.6305 0.7066  -0.220
C -1.6202 3.9872 0.6791  -0.185
C -0.5711 4.9035 0.6134  -0.146
C 0.7443 4.4668 0.5768  -0.198
C 1.0261 3.1044 0.6009  -0.127
H 4.5706 -1.4378 -0.7108  0.260
H 5.8190 -0.6993 1.3084  0.269
H 4.6629 0.5628 3.0814  0.263
H 2.2684 1.1280 2.9097  0.254
H -0.6477 1.4091 3.2467  0.237
H -1.7165 0.2537 5.1388  0.255
H -2.3424 -2.1269 4.9545  0.256
H -1.9279 -3.3661 2.8616  0.243
H -0.8464 -2.2463 0.9625  0.181
H -2.1637 1.9253 0.8119  0.210
H -2.6442 4.3366 0.7309  0.246
H -0.7859 5.9647 0.6018  0.255
H 1.5545 5.1829 0.5314  0.256
H 2.0569 2.7747 0.5561  0.227
N -2.3948 -0.3242 -1.3577  -0.620
N -2.7521 0.8400 -2.0815  -0.423
C -1.7893 1.6674 -2.5697  0.658
N -2.1710 2.7366 -3.2225  -0.710
N -0.5357 1.2586 -2.2892  -0.536
N 0.5520 2.1264 -2.5603  0.665
O 0.3612 3.2023 -3.0593  -0.329
O 1.6116 1.6239 -2.3035  -0.344
H -2.8679 -1.1193 -1.7942  0.420
H -2.7451 -0.2551 -0.3990  0.432
H -3.7334 1.0089 -2.2543  0.434
H -3.1483 2.9398 -3.3725  0.440
H -1.4715 3.3951 -3.5495  0.474
C 0.4246 -4.7082 -0.9568  -0.739
C -0.2458 -3.9194 -2.0006  0.751
C -0.6773 -4.5251 -3.2632  -0.737
O -0.4874 -2.6920 -1.7998  -0.695
H 0.8632 -5.6155 -1.3656  0.284
H -0.3519 -5.0070 -0.2393  0.295
H 1.1618 -4.1189 -0.4164  0.257
H -1.3048 -5.3944 -3.0308  0.299
H 0.2154 -4.9347 -3.7525  0.302
H -1.1913 -3.8348 -3.9207  0.255

## Properties
Total charge = +3
Kohn-Sham gap (alpha / beta) = 7.6 / 6.9 eV
Multiplicity = 3
DFT total energy = -1874.686478 hartree
Lowest unoccupied orbital energy (alpha / beta) = -9.871 / -10.527 eV
Highest occupied orbital energy (alpha / beta) = -0.6435 / -0.6417 Ha
Energy relative to the best compared isomer or geometry (same formula, charge and spin) = 7.8 kJ/mol

***

Record 2
The following is a quantum chemistry calculation of C23H25N15O3Ti as an isolated structure, from OMol25.

Each line ends with the natural charge from an NBO analysis.
Geometry (Å):
Ti -0.7034 -0.4260 -0.4299  1.735
O -4.3726 -0.1538 -2.1507  -0.533
C -3.2243 -0.4937 -1.8707  0.632
N -2.5332 0.0128 -0.8196  -0.678
C -3.2147 0.9803 0.0267  -0.276
C -2.6062 0.9721 1.4001  0.244
C -3.1461 1.6710 2.4763  -0.224
C -2.5361 1.6288 3.6963  -0.142
C -1.3474 0.9721 3.8589  -0.174
C -0.8318 0.2751 2.7527  0.050
N -1.4587 0.2812 1.5536  -0.510
C -2.4168 -1.4217 -2.7095  0.119
C -2.9437 -1.9735 -3.8785  -0.175
C -2.2036 -3.0028 -4.4616  -0.119
C -1.0183 -3.4035 -3.8748  -0.234
C -0.4636 -2.6963 -2.8106  0.063
N -1.2164 -1.7287 -2.2064  -0.488
H -3.1628 1.9991 -0.3998  0.249
H -4.3086 0.7060 0.1803  0.260
H -4.1160 2.1929 2.2949  0.249
H -3.0007 2.0945 4.5765  0.249
H -0.9304 0.9152 4.8477  0.243
H 0.1289 -0.2222 2.8296  0.225
H -3.9619 -1.7504 -4.1669  0.275
H -2.5909 -3.4997 -5.3943  0.262
H -0.3260 -4.1399 -4.3236  0.253
H 0.5705 -2.8997 -2.3918  0.229
N -1.9385 -3.8302 2.1118  -0.306
C -2.2420 -2.9172 1.1897  0.241
N -1.1022 -2.3187 0.7931  -0.534
C -0.1477 -2.8240 1.5767  0.294
N -0.6123 -3.7529 2.3907  -0.205
C 1.2324 -2.2608 1.3958  0.139
C 2.4409 -2.6555 2.0165  0.056
N 3.5645 -2.0165 1.7595  -0.325
C 3.6227 -1.0167 0.9802  0.038
C 2.4922 -0.6867 0.2246  0.069
N 1.2549 -1.2452 0.4941  -0.488
H -2.5704 -4.5711 2.4427  0.461
H -3.2737 -2.7350 0.8868  0.248
H 2.5084 -3.3932 2.8231  0.243
H 4.5963 -0.6056 0.7360  0.231
H 2.5245 0.1257 -0.5240  0.236
C 1.4972 1.7873 -5.1299  -0.690
C 1.5116 1.0983 -3.8123  0.141
N 1.8525 -0.1363 -3.5856  -0.076
O 2.4194 -0.7794 -4.6294  -0.506
C 0.8717 1.6407 -2.6112  0.324
C 0.9131 3.1233 -2.2965  -0.703
N 0.3842 0.8333 -1.7299  -0.209
O 0.0647 1.2769 -0.4264  -0.505
H 0.7962 2.5685 -5.1015  0.235
H 1.0730 1.1389 -5.9550  0.262
H 2.4700 2.1175 -5.4651  0.264
H 2.5144 -1.7276 -4.3085  0.489
H 0.9903 3.2539 -1.2005  0.263
H 0.1289 3.7751 -2.6228  0.269
H 1.7540 3.6139 -2.7204  0.250
N 3.0684 4.6208 4.1803  -0.623
N 2.8456 3.2642 4.3656  0.133
N 3.3169 2.6388 5.4179  -0.241
C 2.9588 1.3975 5.1692  0.098
N 2.2472 1.2899 4.0250  -0.315
N 2.1705 2.4853 3.5665  -0.042
H 4.0869 4.8326 4.1357  0.393
H 2.6371 5.1231 4.9408  0.385
H 3.0122 0.5775 5.8918  0.221

## Properties
Total charge = +2
Kohn-Sham gap (alpha / beta) = 7.7 / 7.7 eV
DFT total energy = -2787.450684 hartree
Lowest unoccupied orbital energy (alpha / beta) = -7.013 / -7.014 eV
Highest occupied orbital energy (alpha / beta) = -0.5400 / -0.5400 Ha
Energy relative to the best compared isomer or geometry (same formula, charge and spin) = 55.3 kJ/mol

***

Record 3
The following is a quantum chemistry calculation of one molecule with the formula C23H25N3O4, from OMol25.

Each line ends with the natural charge from an NBO analysis.
Geometry (Å):
C -4.2612 -1.0531 -1.2920  -0.601
C -3.8756 -1.6608 0.0636  -0.062
C -4.3919 -3.1042 0.1522  -0.596
C -4.5513 -0.8398 1.1645  -0.611
C -2.3616 -1.6746 0.1937  -0.037
C -1.5961 -2.3438 -0.7579  -0.189
C -0.2192 -2.4084 -0.6809  -0.231
C 0.4399 -1.7929 0.3758  0.130
N 1.8380 -1.7865 0.5125  -0.612
C 2.7590 -2.4225 -0.2442  0.649
O 2.5408 -3.2231 -1.1232  -0.588
C 4.1980 -1.9678 0.0887  -0.169
O 4.3910 -0.6494 -0.4289  -0.486
C 3.9915 0.3767 0.3060  0.822
O 3.5876 0.2844 1.4438  -0.640
C 4.0267 1.6642 -0.4809  -0.513
C 2.8048 1.7153 -1.4078  -0.443
C 1.4526 1.8530 -0.7550  0.467
N 0.4458 1.9493 -1.5456  -0.510
C -0.8035 2.1234 -1.0095  0.255
C -1.8989 2.2479 -1.8710  -0.230
C -3.1555 2.4722 -1.3576  -0.177
C -3.3570 2.5716 0.0194  -0.241
C -2.2939 2.4357 0.8823  -0.144
C -1.0117 2.2125 0.3786  -0.236
C 0.1304 2.0709 1.2719  0.672
O 0.1086 2.0935 2.4839  -0.607
N 1.3404 1.8966 0.6011  -0.622
C -0.3065 -1.1197 1.3354  -0.256
C -1.6841 -1.0622 1.2414  -0.154
H -3.8494 -0.0503 -1.3820  0.217
H -3.8859 -1.6516 -2.1171  0.205
H -5.3440 -0.9947 -1.3807  0.204
H -3.9802 -3.7204 -0.6422  0.206
H -4.1113 -3.5462 1.1059  0.211
H -5.4767 -3.1195 0.0701  0.205
H -4.3491 -1.2605 2.1466  0.209
H -5.6288 -0.8469 1.0126  0.210
H -4.2115 0.1925 1.1399  0.214
H -2.0775 -2.8362 -1.5887  0.209
H 0.3438 -2.9379 -1.4309  0.249
H 2.1744 -1.2046 1.2731  0.428
H 4.9078 -2.6057 -0.4377  0.226
H 4.3825 -1.9810 1.1673  0.211
H 4.9258 1.6781 -1.0966  0.251
H 4.0413 2.5154 0.2008  0.232
H 2.7796 0.8160 -2.0286  0.251
H 2.9106 2.5612 -2.0909  0.251
H -1.7269 2.1724 -2.9327  0.225
H -3.9972 2.5799 -2.0266  0.217
H -4.3494 2.7576 0.4026  0.219
H -2.4180 2.5059 1.9526  0.235
H 2.1448 1.7488 1.2048  0.442
H 0.1911 -0.6363 2.1644  0.220
H -2.2169 -0.5261 2.0085  0.214

## Properties
Kohn-Sham gap = 8.9 eV
DFT total energy = -1356.777605 hartree
Structure (SMILES) = CC(C)(C)c1ccc(NC(=O)COC(=O)CCc2nc3ccccc3c(=O)[nH]2)cc1
Lowest unoccupied orbital energy = 0.540 eV
Highest occupied orbital energy = -0.3070 Ha
Energy relative to the best compared isomer or geometry (same formula, charge and spin) = 3.2 kJ/mol

***

Record 4
The following is a quantum chemistry calculation of one molecule with the formula C23H25N3O4S, from OMol25.

Each line ends with the natural charge from an NBO analysis.
Geometry (Å):
C -5.2805 -0.6481 1.5121  -0.612
C -4.5145 -0.3602 0.2241  -0.092
C -4.9314 0.9305 -0.4075  0.290
C -5.9809 1.7707 -0.1870  -0.299
C -5.8395 2.8312 -1.1166  -0.308
C -4.7159 2.5573 -1.8277  0.084
O -4.1602 1.4060 -1.4104  -0.414
N -3.0653 -0.3330 0.4698  -0.464
C -2.5254 0.8027 1.0233  0.683
O -3.1954 1.6131 1.6256  -0.569
C -1.0717 1.0287 0.7541  -0.130
C -0.2456 1.4860 1.7755  -0.177
C 1.0962 1.7180 1.5248  -0.193
C 1.5882 1.5181 0.2499  -0.320
S 3.3295 1.7541 -0.1004  2.316
O 3.4761 2.6638 -1.1968  -0.936
O 4.0024 2.0666 1.1317  -0.948
N 3.6902 0.2191 -0.6743  -0.679
C 3.7585 -0.7911 0.3601  -0.227
C 5.1076 -0.8046 1.0796  -0.427
C 6.2373 -0.9425 0.0615  -0.398
C 6.1396 0.1857 -0.9631  -0.420
C 4.7700 0.1497 -1.6386  -0.230
C 0.7659 1.1209 -0.7879  -0.186
C -0.5707 0.8735 -0.5375  -0.137
C -2.3154 -1.4447 0.0978  0.392
C -1.1705 -1.8229 0.8094  -0.271
C -0.4659 -2.9285 0.3775  -0.155
C -0.9245 -3.6417 -0.7227  -0.280
C -2.0964 -3.2167 -1.3231  0.057
N -2.7719 -2.1531 -0.9277  -0.464
H -6.3387 -0.7575 1.2945  0.216
H -4.9166 -1.5712 1.9578  0.214
H -5.1415 0.1684 2.2148  0.236
H -4.6601 -1.1774 -0.4937  0.261
H -6.7544 1.6621 0.5437  0.228
H -6.4852 3.6776 -1.2285  0.228
H -4.2208 3.0787 -2.6226  0.202
H -0.6618 1.6422 2.7595  0.234
H 1.7721 2.0505 2.2971  0.248
H 2.9474 -0.5848 1.0625  0.214
H 3.5707 -1.7610 -0.1153  0.198
H 5.2177 0.1355 1.6212  0.231
H 5.1308 -1.6279 1.7957  0.209
H 7.2029 -0.9085 0.5686  0.214
H 6.1567 -1.9064 -0.4493  0.189
H 6.2522 1.1477 -0.4591  0.212
H 6.9235 0.0924 -1.7162  0.213
H 4.6419 1.0016 -2.3068  0.240
H 4.6472 -0.7780 -2.2086  0.195
H 1.1888 1.0106 -1.7732  0.238
H -1.2308 0.5708 -1.3368  0.227
H -0.8597 -1.2758 1.6842  0.229
H 0.4230 -3.2423 0.9049  0.219
H -0.3995 -4.5102 -1.0857  0.222
H -2.5252 -3.7455 -2.1639  0.197

## Properties
Kohn-Sham gap = 8.4 eV
DFT total energy = -1754.853263 hartree
Structure (SMILES) = C[C@@H](c1ccco1)N(C(=O)c1ccc(S(=O)(=O)N2CCCCC2)cc1)c1ccccn1
Lowest unoccupied orbital energy = 0.041 eV
Highest occupied orbital energy = -0.3073 Ha
Energy relative to the best compared isomer or geometry (same formula, charge and spin) = 204.6 kJ/mol